(1)
Molecular formula: C21H37MnN11P
Method: DFT, the ωB97M-V functional and the def2-TZVPD basis

Results
Lowest unoccupied orbital energy (alpha / beta) = -5.26 / -5.48 eV
<S²> = 6.08
HOMO (alpha / beta) = -12.96 / -12.97 eV

Structure (ORCA input):
```
! wB97M-V def2-TZVPD RIJCOSX def2/J DEFGRID3
* xyz 2 5
Mn 0.286 0.182 0.204
N -3.445 -2.407 4.896
C -2.334 -2.341 4.167
N -1.375 -3.267 4.332
N -2.228 -1.354 3.308
C -1.378 -1.042 2.438
N -0.702 -0.618 1.584
H -3.596 -3.140 5.567
H -4.185 -1.740 4.746
H -1.464 -4.003 5.013
H -0.506 -3.192 3.834
C 3.611 -3.977 -0.094
N 3.651 -3.047 -1.208
C 2.957 -3.625 -2.345
N 1.584 -3.944 -2.000
C 1.551 -4.859 -0.874
N 2.247 -4.313 0.280
C 1.550 -3.196 0.860
P 1.377 -1.752 -0.338
C 3.178 -1.740 -0.863
C 0.779 -2.779 -1.804
H 4.115 -3.537 0.766
H 4.131 -4.893 -0.383
H 3.471 -4.542 -2.641
H 2.967 -2.921 -3.180
H 2.037 -5.796 -1.159
H 0.511 -5.065 -0.609
H 2.112 -2.834 1.731
H 0.553 -3.523 1.180
H 3.779 -1.336 -0.041
H 3.264 -1.065 -1.721
H 0.815 -2.140 -2.695
H -0.263 -3.063 -1.619
C 1.879 2.184 -4.418
C 2.777 1.433 -3.425
C 3.414 0.227 -4.130
C 3.858 2.371 -2.866
C 1.960 0.995 -2.302
C 1.271 0.736 -1.327
H 2.488 2.615 -5.208
H 1.336 2.982 -3.917
H 1.157 1.503 -4.862
H 3.943 0.562 -5.020
H 2.646 -0.480 -4.439
H 4.129 -0.282 -3.487
H 4.521 2.687 -3.667
H 4.445 1.869 -2.099
H 3.396 3.252 -2.425
C 3.537 4.197 2.636
N 2.759 2.995 2.489
C 2.574 2.032 3.432
C 1.791 1.074 2.858
N 1.497 1.440 1.573
C 2.097 2.608 1.391
H 4.011 4.206 3.615
H 2.902 5.079 2.544
H 4.310 4.244 1.868
H 2.997 2.089 4.414
H 1.428 0.160 3.287
H 2.072 3.179 0.481
C -3.395 3.447 -2.013
N -2.515 3.348 -0.866
C -2.354 4.532 -0.045
C -1.855 2.280 -0.618
N -1.256 1.309 -0.381
H -3.050 4.247 -2.673
H -4.408 3.679 -1.678
H -3.405 2.505 -2.559
H -2.003 5.361 -0.663
H -1.634 4.348 0.749
H -3.312 4.809 0.398
*
```



(2)
Molecular formula: C21H37N6OS3SbSeY
Method: DFT, the ωB97M-V functional and the def2-TZVPD basis

Results
Energy above the lowest of the compared OMol25 structures with the same formula, charge and spin = 37.0 kJ/mol
Lowest unoccupied orbital energy = -8.41 eV
HOMO = -16.02 eV

Structure (ORCA input):
```
! wB97M-V def2-TZVPD RIJCOSX def2/J DEFGRID3
* xyz 3 1
Y 0.846 -0.457 -0.468
N 3.200 2.060 -2.221
C 3.772 0.978 -1.653
N 3.102 -0.087 -1.247
C 3.959 -1.023 -0.659
C 5.254 -0.613 -0.573
S 5.474 0.939 -1.288
C 3.427 -2.335 -0.325
C 4.103 -3.430 0.130
S 3.084 -4.807 0.192
C 1.771 -3.831 -0.386
N 2.087 -2.570 -0.591
N 0.499 -4.315 -0.578
H 2.299 1.978 -2.681
H 3.804 2.759 -2.631
H 6.084 -1.139 -0.148
H 5.131 -3.516 0.423
H 0.434 -5.300 -0.345
H 0.119 -4.148 -1.508
C -3.089 -4.814 0.508
C -2.263 -3.868 1.346
Sb -1.673 -2.036 0.270
C -3.164 -0.650 1.097
C -4.601 -1.133 0.973
C -2.503 -2.216 -1.746
C -1.560 -1.774 -2.851
H -3.388 -5.649 1.139
H -2.527 -5.221 -0.330
H -4.001 -4.351 0.135
H -1.348 -4.337 1.704
H -2.827 -3.494 2.199
H -3.034 0.312 0.592
H -2.907 -0.519 2.152
H -4.909 -1.274 -0.063
H -5.267 -0.400 1.425
H -4.753 -2.071 1.502
H -3.407 -1.605 -1.749
H -2.799 -3.250 -1.905
H -1.065 -0.813 -2.619
H -2.128 -1.637 -3.772
H -0.791 -2.517 -3.063
O 1.372 0.623 1.489
S 1.632 1.928 2.267
C 2.548 2.999 1.074
C 3.950 3.213 1.621
C 4.325 1.939 2.364
C 3.137 1.622 3.255
H 2.008 3.933 0.961
H 2.543 2.463 0.123
H 3.958 4.054 2.314
H 4.655 3.437 0.821
H 5.229 2.087 2.954
H 4.500 1.124 1.659
H 3.082 2.310 4.099
H 3.097 0.597 3.620
C -3.376 1.501 -2.273
N -3.075 2.415 -1.204
C -4.019 3.194 -0.602
C -3.376 4.022 0.263
N -2.046 3.744 0.182
C -1.025 4.455 0.907
C -1.869 2.749 -0.707
Se -0.179 2.117 -1.270
H -3.560 2.057 -3.195
H -4.276 0.940 -2.025
H -2.542 0.822 -2.437
H -5.061 3.113 -0.833
H -3.766 4.784 0.908
H -1.499 5.241 1.494
H -0.316 4.910 0.211
H -0.490 3.777 1.574
*
```



(3)
Molecular formula: C21H37NO7
Method: DFT, the ωB97M-V functional and the def2-TZVPD basis

Results
Lowest unoccupied orbital energy = -0.71 eV
Structure (SMILES) = C#CCc1ccc2c(c1)C(=O)NC2=O.CCO.CCO.CCO.CCO.CCO
HOMO = -9.02 eV

Structure (ORCA input):
```
! wB97M-V def2-TZVPD RIJCOSX def2/J DEFGRID3
* xyz 0 1
C 3.588 -1.484 0.689
C 2.794 -0.864 -0.174
C 2.057 -0.308 -1.487
C 0.454 -0.199 -1.254
C -0.317 1.192 -1.082
C -1.909 1.237 -0.902
C -2.636 -0.154 -0.891
C -1.883 -1.535 -1.041
C -0.325 -1.600 -1.215
C -2.950 -2.738 -0.982
O -2.798 -3.986 -0.827
N -4.238 -2.013 -1.202
C -4.181 -0.572 -0.758
O -5.206 0.050 -0.346
H 3.965 -1.891 1.705
H 2.195 -1.046 -2.380
H 2.409 0.749 -1.800
H 0.279 2.173 -1.114
H -2.511 2.207 -0.801
H 0.230 -2.613 -1.319
H -4.303 -1.869 -2.232
C 5.822 -0.586 4.571
C 5.456 0.807 4.097
O 4.079 0.860 3.749
H 5.614 -1.324 3.792
H 6.880 -0.642 4.837
H 5.225 -0.867 5.443
H 6.040 1.075 3.213
H 5.651 1.549 4.877
H 3.569 0.630 4.539
C 2.126 4.001 -4.215
C 0.741 3.425 -3.998
O 0.242 3.817 -2.725
H 2.811 3.659 -3.434
H 2.524 3.703 -5.188
H 2.104 5.093 -4.164
H 0.772 2.333 -4.028
H 0.047 3.773 -4.770
H 0.209 4.785 -2.709
C -5.285 -2.006 -6.233
C -5.130 -2.422 -4.784
O -4.637 -1.331 -4.012
H -4.326 -1.674 -6.641
H -5.658 -2.836 -6.839
H -5.978 -1.165 -6.322
H -4.420 -3.248 -4.696
H -6.088 -2.744 -4.365
H -5.275 -0.607 -4.087
C -8.420 3.274 -0.362
C -7.191 3.698 0.419
O -6.889 2.733 1.417
H -9.278 3.159 0.306
H -8.667 4.011 -1.130
H -8.258 2.305 -0.842
H -7.365 4.656 0.915
H -6.325 3.803 -0.243
H -6.728 1.889 0.968
C 8.375 -4.342 7.120
C 8.006 -2.951 6.646
O 6.627 -2.902 6.300
H 8.168 -5.081 6.341
H 9.435 -4.396 7.384
H 7.780 -4.625 7.993
H 8.587 -2.682 5.760
H 8.199 -2.208 7.425
H 6.119 -3.133 7.091
*
```



(4)
Molecular formula: C21H37OSi
Method: DFT, the ωB97M-V functional and the def2-TZVPD basis

Results
Energy above the lowest of the compared OMol25 structures with the same formula, charge and spin = 288.3 kJ/mol
Lowest unoccupied orbital energy = -5.28 eV
HOMO = -11.75 eV

Structure (ORCA input):
```
! wB97M-V def2-TZVPD RIJCOSX def2/J DEFGRID3
* xyz 1 1
C -3.509 -4.407 -0.337
O -2.112 -4.083 -0.230
C -1.675 -3.399 0.876
C -0.301 -3.833 1.233
C 0.134 -3.655 2.552
C 1.481 -3.805 2.855
C 2.402 -4.142 1.856
C 3.866 -4.177 2.169
C 1.930 -4.471 0.579
C 0.588 -4.321 0.254
H -3.628 -4.814 -1.345
H -3.816 -5.181 0.385
H -4.159 -3.527 -0.218
H -2.382 -3.434 1.721
H -0.602 -3.364 3.302
H 1.841 -3.620 3.865
H 4.441 -4.500 1.298
H 4.230 -3.186 2.465
H 4.081 -4.857 3.000
H 2.636 -4.815 -0.178
H 0.218 -4.551 -0.746
C 1.244 2.885 -3.245
C 0.841 1.789 -2.247
C 0.197 0.616 -2.986
Si -0.179 2.396 -0.749
C 0.850 2.267 0.852
C 2.190 1.546 0.689
C 0.046 1.685 2.015
C -0.627 4.240 -1.030
C -0.030 5.223 -0.014
C -2.127 4.489 -1.197
C -1.758 1.359 -0.540
C -1.626 -0.150 -0.438
C -1.742 -0.903 0.657
H 1.917 2.460 -4.003
H 0.369 3.288 -3.772
H 1.774 3.713 -2.762
H 1.763 1.418 -1.778
H 0.808 0.351 -3.858
H 0.132 -0.271 -2.352
H -0.809 0.864 -3.345
H 1.071 3.316 1.097
H 2.730 1.554 1.645
H 2.056 0.498 0.388
H 2.829 2.041 -0.052
H 0.654 1.717 2.930
H -0.871 2.254 2.212
H -0.241 0.644 1.823
H -0.151 4.454 -1.998
H -0.268 6.253 -0.313
H -0.441 5.066 0.992
H 1.062 5.147 0.043
H -2.288 5.543 -1.462
H -2.562 3.881 -1.997
H -2.678 4.292 -0.268
H -2.277 1.760 0.348
H -2.363 1.617 -1.430
H -1.496 -0.641 -1.412
H -1.571 -2.053 0.590
H -2.092 -0.468 1.607
*
```



(5)
Molecular formula: C21H38B2F8N5O3
Method: DFT, the ωB97M-V functional and the def2-TZVPD basis

Results
Lowest unoccupied orbital energy = -9.18 eV
HOMO = -15.43 eV

Structure (ORCA input):
```
! wB97M-V def2-TZVPD RIJCOSX def2/J DEFGRID3
* xyz 3 1
C 1.110 2.443 -7.952
C 0.061 1.568 -7.227
O -0.545 0.693 -7.789
N -0.173 1.848 -5.746
H 0.587 2.416 -5.402
H -1.028 2.359 -5.580
C -0.137 0.564 -4.904
H 1.213 1.992 -8.939
H 2.027 2.247 -7.397
H 0.941 3.509 -8.103
H 0.760 -0.029 -5.080
H -0.985 -0.068 -5.168
H -0.270 0.933 -3.887
C -2.526 3.404 -0.065
C -1.800 4.310 0.890
O -0.898 5.050 0.638
N -2.438 4.288 2.275
H -2.742 3.338 2.436
H -1.679 4.414 2.929
C -3.572 5.274 2.436
H -2.851 2.463 0.380
H -1.847 3.164 -0.883
H -3.415 3.868 -0.491
H -3.998 5.267 3.439
H -4.292 4.934 1.691
H -3.196 6.257 2.151
C 2.040 -3.514 0.282
C 2.450 -2.786 -0.997
O 3.023 -3.339 -1.885
N 1.925 -1.319 -1.031
H 1.034 -1.436 -0.569
H 2.594 -0.821 -0.462
C 2.030 -0.571 -2.416
H 2.179 -4.585 0.135
H 1.038 -3.348 0.677
H 2.702 -3.172 1.078
H 1.669 0.401 -2.078
H 1.408 -1.065 -3.162
H 3.071 -0.629 -2.733
C 5.195 0.985 3.345
N 3.818 0.450 3.408
C 3.519 -0.606 4.156
C 2.194 -1.188 4.166
C 1.204 -0.531 3.392
C 1.504 0.645 2.746
C 2.829 1.101 2.760
C -0.116 -1.199 3.190
C -0.234 -2.588 2.934
C -1.442 -3.134 2.634
N -2.570 -2.367 2.654
C -2.481 -1.053 2.938
C -1.274 -0.395 3.108
C -3.909 -2.986 2.335
H 5.282 1.687 4.175
H 5.454 1.339 2.347
H 5.816 0.138 3.635
H 4.375 -1.095 4.599
H 2.119 -2.122 4.703
H 0.744 1.179 2.195
H 3.175 1.741 1.962
H 0.657 -3.198 2.954
H -1.558 -4.180 2.392
H -3.380 -0.454 2.947
H -1.255 0.678 3.236
H -3.768 -3.477 1.372
H -4.639 -2.184 2.227
H -4.176 -3.596 3.198
B -1.561 -4.559 -1.045
F -0.968 -3.808 -2.067
F -2.303 -3.844 -0.209
F -2.293 -5.570 -1.576
F -0.663 -5.188 -0.252
B -0.963 -0.193 -0.394
F -0.147 0.692 0.179
F -0.534 -1.481 -0.196
F -2.255 0.015 0.098
F -0.863 0.032 -1.737
*
```



(6)
Molecular formula: C21H38CeN3O4P
Method: DFT, the ωB97M-V functional and the def2-TZVPD basis

Results
Energy above the lowest of the compared OMol25 structures with the same formula, charge and spin = 12.7 kJ/mol
Lowest unoccupied orbital energy (alpha / beta) = -6.55 / -7.63 eV
<S²> = 2.04
HOMO (alpha / beta) = -14.02 / -15.38 eV

Structure (ORCA input):
```
! wB97M-V def2-TZVPD RIJCOSX def2/J DEFGRID3
* xyz 2 3
C 1.945 -0.685 -0.661
N 1.159 -1.282 0.314
C 1.621 -2.431 0.876
C 2.886 -2.951 0.557
C 3.704 -2.314 -0.384
C 3.227 -1.201 -1.026
Ce -0.964 -0.201 1.177
C -2.837 1.407 0.392
O -3.792 1.942 -0.026
C 0.788 -3.079 1.973
N -0.019 -2.089 2.782
C 0.840 -1.580 3.899
C 2.108 -0.859 3.495
C 1.434 0.410 -1.382
P 0.006 1.416 -1.171
C -0.806 1.130 -2.904
C -0.126 1.923 -4.020
C 0.842 3.151 -1.034
C -0.294 4.168 -1.040
C 1.656 3.224 0.264
C 1.842 3.521 -2.132
C -0.715 -0.357 -3.284
C -2.277 1.573 -2.777
C -1.168 -2.771 3.433
C -2.117 -3.235 2.348
H 3.299 -3.826 1.078
H 4.704 -2.687 -0.600
H 3.771 -0.771 -1.874
H 2.041 0.694 -2.237
H 2.007 4.253 0.441
H 1.106 2.923 1.158
H 2.530 2.572 0.163
H 2.322 4.482 -1.903
H 2.666 2.812 -2.209
H 1.450 3.654 -3.140
H 0.101 5.169 -0.837
H -0.826 4.226 -2.001
H -1.028 3.954 -0.255
H -0.584 1.662 -4.985
H -0.241 3.004 -3.942
H 0.944 1.702 -4.142
H 0.322 -0.694 -3.429
H -1.184 -1.025 -2.545
H -1.256 -0.488 -4.235
H -2.374 2.659 -2.591
H -2.790 1.341 -3.724
H -2.792 1.018 -1.978
H 0.134 -3.875 1.582
H 1.468 -3.574 2.694
H 0.222 -0.927 4.527
H 1.135 -2.470 4.474
H -1.663 -2.041 4.079
H -0.749 -3.573 4.087
H -3.059 -3.557 2.810
H -2.362 -2.414 1.625
H -1.701 -4.095 1.806
H 2.661 -0.685 4.433
H 2.732 -1.494 2.845
H 1.929 0.125 3.033
C -3.974 -1.905 -0.416
H -3.811 -2.840 0.140
H -4.266 -2.046 -1.482
H -4.800 -1.389 0.089
O -2.712 -1.157 -0.276
H -2.065 -1.460 -0.944
O -1.475 0.575 3.384
N -0.785 1.657 3.323
O 0.011 1.681 2.309
*
```



What is the formula in the sixth record? C21H38CeN3O4P